The following is a quantum chemistry calculation of a 7-piece molecular cluster, C20H32BF3N7O2 overall at a distorted geometry, from the OMol25 dataset.

Each line ends with the Löwdin charge.
Geometry (Å):
C -1.8311 -3.5019 2.3211  -0.2701
H -1.6456 2.8041 1.9992  0.0505
H -1.3733 4.3435 -3.9165  0.1048
C 3.0698 -5.2245 7.9131  -0.0801
C -1.4453 -0.0677 -1.5619  -0.1668
N 3.1135 -5.8529 5.3873  0.1317
H 0.3512 1.4583 -11.5090  0.0823
H 4.0571 -5.3334 8.3586  0.0839
H -0.2669 2.1795 1.4446  0.0565
C 3.1155 -5.5861 6.5023  -0.2642
O 0.1851 3.2223 -1.5424  -0.0249
C -1.4721 -5.9726 8.8245  -0.0608
H 1.1365 -2.8156 4.4274  0.0623
N 3.8578 -1.2370 4.6879  0.1109
C 1.3477 2.4139 -9.9359  -0.2642
C -0.5928 5.0997 0.1461  -0.1546
H -1.6817 5.1321 -0.0098  0.0859
C -1.0922 1.9460 -3.1285  -0.1363
H -0.3954 2.2309 -3.9244  0.1001
F -3.1881 1.2263 -0.6276  0.1413
H -1.7720 -6.9188 9.2706  0.0819
N -0.5090 -0.1258 -6.1663  0.1296
H 2.0416 1.4397 -7.1236  0.0602
C 1.3173 1.7202 -6.3629  -0.0887
H 2.7408 -4.1935 8.0227  0.0821
B 0.2598 4.6664 -1.1987  -0.7099
H -2.9386 -3.9727 0.6116  0.0843
H -0.7615 4.7329 2.2661  0.0854
C -0.6200 0.5872 -2.6066  -0.1255
F -1.8844 0.0459 0.7326  0.1064
O -0.3489 5.3236 -2.4170  -0.0874
N 0.7110 -5.0980 9.9422  0.1380
C -1.0669 3.0785 -2.1255  -0.3797
H -2.0769 1.8547 -3.5962  0.1271
H 1.8266 1.8441 -5.4077  0.0873
C 1.3144 1.4224 -11.0038  -0.0665
N -0.9502 2.9059 1.2698  0.0011
H 0.7559 4.1588 1.5573  0.1007
C 3.0734 -2.0048 4.3558  -0.2915
H -1.3059 -6.1155 7.7580  0.0871
H 1.9552 -2.9734 2.8691  0.0800
C 2.0950 -3.0054 3.9478  -0.0892
H -0.5880 -0.0891 -3.4657  0.0870
H -2.3512 4.8175 -2.4740  0.1077
H 1.4588 0.4273 -10.5868  0.0829
H -3.4072 -2.4690 1.4183  0.0873
H -1.8602 2.9801 -1.3719  0.1149
F -1.4598 -1.4576 -1.6463  0.0053
C -2.1390 0.4356 -0.5183  -0.3051
C -0.3195 4.2537 1.3813  -0.2975
H 0.8582 2.6636 -6.6453  0.0638
H -2.2668 -5.2425 8.9644  0.0848
C -1.3700 4.4567 -2.8213  -0.1955
C -2.5620 -3.0925 1.1298  -0.0641
H 2.1041 1.6268 -11.7243  0.0801
H -1.9341 -2.5136 0.4558  0.0571
N -1.2685 -3.8193 3.2684  0.1247
C -0.2483 -5.4933 9.4547  -0.2644
C 0.2991 0.6835 -6.2503  -0.2905
H 1.4197 5.0794 -1.0780  0.0939
H 2.3712 -5.8728 8.4312  0.0393
H 2.4481 -3.9938 4.2405  0.0252
H 0.4084 0.6752 -2.2418  0.1303
H -0.2939 6.1380 0.3466  0.0817
N 1.3646 3.1800 -9.0840  0.1503

Calculated values
Spin multiplicity: 1
Highest occupied orbital energy (eV): -3.998
Charge: -1
M (g/mol): 470.329
Max |F| (eV/A): 1.8
Calculated total energy (eV): -44611.56869



The following is a quantum chemistry calculation of a 2-piece molecular cluster, C20H32N4O9 overall at a distorted geometry, from the OMol25 dataset.

Each line ends with the Löwdin charge.
Geometry (Å):
C 2.1652 1.7961 -1.2764  -0.1722
H -1.6869 -2.7085 -0.7703  0.1195
H 3.4699 -1.7759 3.0984  0.1091
O 2.3443 0.2016 2.6794  -0.0093
H 1.7433 1.1742 -2.0723  0.1163
O -2.3858 0.3064 -3.6465  0.0555
H -0.2627 0.9070 2.0433  0.0942
H -4.7079 -1.4000 -4.6918  0.0782
H 0.9792 -2.4658 -4.4894  0.1182
C -3.6223 -1.3861 -4.7519  0.0052
C -2.7564 0.6517 -0.7449  -0.4337
H -3.5342 -1.2519 -0.3078  0.1479
H -0.7448 3.5882 6.7004  0.0931
H -1.2182 -1.4048 0.2919  0.1054
N 0.9188 -1.9475 -3.6340  0.1880
O 4.9811 -2.0559 0.0658  -0.0173
H 0.4288 2.1779 -0.4007  0.0715
H -0.2638 -0.2404 -1.8583  0.1144
C 1.8466 -0.5945 1.5889  -0.2449
H 0.6037 -1.5436 -1.0591  0.0965
C 1.4231 0.8992 3.4300  -0.2511
H -5.7835 1.9295 -1.3966  0.0845
O -1.0169 -2.9046 -3.3052  0.0258
H -5.4227 0.1937 -1.3143  0.0817
H 4.6182 0.4799 -0.9208  0.1597
C -2.8150 -0.8775 -1.0349  -0.1765
N -1.1656 3.0805 5.9256  0.0779
C 2.8951 -1.6541 1.2010  -0.2239
H 2.4317 -2.3337 0.4782  0.1661
H -2.0026 3.4717 5.4988  0.0937
C -5.0605 1.1591 -1.6705  -0.0608
O 1.1640 2.6953 -0.7923  -0.0555
O 1.5402 0.2241 0.4502  -0.0443
N -3.7590 1.4752 -1.0808  0.0387
H -1.7562 2.1607 3.5174  0.1102
H 5.0944 -2.7138 0.7800  0.1106
H 2.8515 1.1275 5.0180  0.1128
C 0.9763 2.0624 5.5271  -0.0366
O 3.3272 -2.3951 2.3566  -0.0076
N -3.3426 -1.2806 -2.3513  0.1008
H -3.2371 -2.4036 -4.8048  0.0776
H 3.8998 -1.6558 -1.7578  0.1075
C 3.7312 -0.0802 -0.6059  -0.2361
H 1.3186 2.3918 6.5017  0.1063
C 0.1091 1.2067 3.0183  0.0059
H 4.6611 -0.4210 1.3045  0.1641
H -3.8385 -2.1547 -2.3947  0.1495
C -3.0539 -0.7115 -3.5252  -0.5776
H -4.9730 1.1385 -2.7587  0.0769
O -1.7995 1.1417 -0.1511  0.0392
C -0.1757 -2.1051 -2.9238  -0.5531
H 0.9378 -1.1153 1.9079  0.1696
C -0.2895 -1.3048 -1.6301  -0.0866
H -3.5623 2.4456 -0.8915  0.1458
C -1.4999 -1.6344 -0.7367  -0.1102
C -0.3187 2.3564 5.1075  -0.3545
C 1.8405 1.3447 4.6902  -0.0075
H 1.6337 -1.3166 -3.3050  0.0868
H -3.3063 -0.8341 -5.6358  0.0868
O 3.2819 -0.8989 -1.7009  -0.0270
H 2.9987 2.3655 -1.6992  0.1354
C -0.7514 1.9298 3.8543  -0.0232
H 3.1092 1.5765 0.6300  0.1674
C 4.1275 -1.0088 0.5497  -0.2610
C 2.6617 0.9194 -0.1236  -0.2236

Calculated values
Spin multiplicity: 1
SMILES: Nc1ccc(O[C@H]2O[C@H](CO)[C@H](O)[C@H](O)[C@H]2O)cc1.CNC(=O)[C@H](CCC(N)=O)NC(C)=O
Highest occupied orbital energy (eV): -7.582
M (g/mol): 472.495
Max |F| (eV/A): 1.9
Calculated total energy (eV): -45648.55114
Relative energy (zero: lowest compared OMol25 entry of this formula, charge and spin) (kcal per mole): 0.0



The following is a quantum chemistry calculation of a 4-piece molecular cluster, C20H33BO13 overall at a distorted geometry, from the OMol25 dataset.

Each line ends with the Löwdin charge.
Geometry (Å):
H 4.5026 -1.2726 -1.0102  0.1181
H -3.1923 -1.5022 0.4864  0.1211
O 4.3316 5.6609 -4.9972  -0.0126
H 2.4118 -0.1219 1.3023  0.0762
O -0.9476 3.2985 1.3927  -0.0175
H -4.7877 -0.6430 1.2430  0.1152
H -6.4163 -0.0342 8.1372  0.0939
H 1.7468 2.0352 0.9443  0.1221
H 2.6133 -4.8579 3.4189  0.0997
C 0.9463 1.9735 0.0931  0.0927
H -5.1353 0.3856 -1.3389  0.0906
H 1.3624 3.5738 -6.3526  0.1007
C 5.7256 5.4793 -5.2376  -0.0560
H 3.8096 0.9227 0.5773  0.0771
H 2.8482 -2.0259 -0.4103  0.1180
C 4.2523 -7.5221 -0.3399  -0.0520
O 3.9636 -6.8542 2.2385  0.1102
H -3.9358 -1.0823 -1.8931  0.0728
C 3.4813 -0.1867 0.7807  -0.1475
O -0.1160 1.9306 -3.6192  -0.0151
H -7.6924 0.7579 2.5272  0.0992
H 6.1222 4.6694 -4.6169  0.0974
H 6.2392 6.4051 -4.9643  0.0926
H 1.5726 2.9606 -4.6710  0.0728
C -6.3432 -0.3538 7.0940  -0.0540
H -2.7585 1.2636 2.6110  0.1343
C -1.5151 0.9448 -1.6274  0.0969
O -3.4184 1.5944 1.9046  -0.0121
H 4.3296 -7.5540 -1.4301  0.0943
C -6.6327 0.4997 4.9363  -0.5576
H -2.2274 0.2315 -2.2217  0.1142
C 3.8659 -5.9887 1.3828  -0.5601
C 1.1986 1.5908 -1.3285  -0.1240
H 4.2286 -0.6885 1.5563  0.0850
O 3.9732 3.5147 -5.7349  0.1054
H -5.3142 -0.6760 6.9042  0.0974
O 2.2754 4.8887 -5.0216  -0.0073
C -3.9267 -0.5810 0.4225  -0.1663
H 5.2024 -7.8641 0.0829  0.0993
H 0.3493 4.1929 -5.0344  0.0929
H 1.4535 -0.6807 -1.7663  0.1351
H -7.0443 -1.1799 6.9371  0.0981
O 3.6172 -4.6732 1.6043  -0.0201
O 2.5682 1.2366 -1.7324  -0.1310
C 2.5638 -0.2529 -1.8296  -0.1783
C 1.3510 3.8362 -5.2898  -0.0593
C -0.6319 2.3197 0.5254  -0.1676
H -5.9624 1.2617 2.4943  0.0716
H -5.5348 -1.4258 -0.9552  0.0884
H 3.4319 -8.1792 -0.0337  0.0991
O 3.9871 -6.1743 0.0440  -0.0128
C 3.4106 -1.0000 -0.6410  -0.2088
C 3.4652 -4.3285 2.9799  -0.0508
C -0.1285 1.5524 -2.3383  -0.1264
H 2.9926 -0.6042 -2.8741  0.1419
H -7.2555 2.4744 2.4283  0.0981
C -1.7659 1.3148 -0.1832  0.0188
C 3.5680 4.5797 -5.2959  -0.5590
C -6.9664 1.5095 2.8538  -0.0461
H 5.9119 5.2826 -6.2984  0.0974
O -6.6826 0.7580 6.2676  -0.0101
O -6.9756 1.6336 4.2746  -0.0051
B -3.0452 0.7790 0.7002  -0.3192
C -4.6428 -0.6406 -1.0563  -0.1515
H 4.3840 -4.5427 3.5354  0.1004
O -6.3318 -0.5668 4.4234  0.1022
H 3.2701 -3.2541 3.0395  0.0874

Calculated values
Spin multiplicity: 1
SMILES: CCCOC1=CC(=O)C(B(O)CC)=CC1=O.COC(=O)OC.COC(=O)OC.COC(=O)OC
Highest occupied orbital energy (eV): -9.938
M (g/mol): 492.283
Max |F| (eV/A): 8.6
Calculated total energy (eV): -48560.57677



The following is a quantum chemistry calculation of C20H33BaF6NO4S2Si as an isolated structure, from the OMol25 dataset.

Each line ends with the Löwdin charge.
Geometry (Å):
C 4.9473 -1.1425 0.0578  -0.1249
H 3.4630 -3.9306 3.5767  0.0667
C -0.9744 -0.3214 -2.4018  -0.0890
H 1.9302 -4.3146 4.3611  0.0825
F -1.9156 5.7399 0.9772  0.1646
N -2.0253 2.4401 2.2194  -0.3792
C -2.1569 -1.4508 -0.6387  -0.1110
H 0.5541 -3.2377 -1.6087  0.0988
C 2.7436 0.0419 4.2824  -0.1241
F -3.3822 4.8669 -0.3501  0.1566
H 0.6203 -4.6347 2.3121  0.0874
H 5.3549 -0.1977 4.4246  0.0825
H 4.2163 -4.2116 1.4633  0.0575
C -0.1725 -2.4371 -1.5817  -0.0958
H 0.5884 -1.4131 4.0110  0.0526
C 0.4393 -2.2586 3.3372  -0.1574
S -1.8282 3.1122 0.8088  0.5086
C 3.6465 -0.2902 3.0857  -0.6592
C -2.7570 4.7346 0.8128  -0.6723
H 0.8053 -3.5406 0.9326  0.0407
C -1.2264 -2.4850 -0.6804  -0.1025
H -2.9767 -1.4928 0.0688  0.1102
C 4.8266 -3.3576 1.1678  -0.0978
C -2.2067 2.2593 4.8149  -0.6873
H 2.6109 -3.6000 -0.4597  0.0497
H -0.8764 0.5223 -3.0734  0.1101
H -1.3237 -3.3263 -0.0061  0.1049
C 3.9661 1.0650 2.4353  -0.1343
O -0.4335 3.4354 0.5814  -0.3940
H 2.5359 -0.8221 4.9123  0.0635
H 4.0195 -3.1193 -1.4030  0.0834
Ba 0.2504 0.7029 1.2935  1.7117
S -1.1872 2.9806 3.4611  0.5840
H 5.5474 -3.7204 0.4237  0.0825
F -2.3326 0.9440 4.6463  0.1437
H 4.4782 1.7184 3.1522  0.0876
C -2.0377 -0.3704 -1.5053  -0.1252
H 5.7185 -0.9780 2.8902  0.0597
H 4.4078 -0.2917 -0.3690  0.0709
H 3.2261 0.7975 4.9144  0.0909
H 1.7798 0.4718 3.9857  0.0250
C 3.9854 -2.2232 0.5706  -0.6533
F -3.6504 4.7332 1.7920  0.1559
H 2.7550 -2.8035 4.7256  0.0584
H 2.6827 -1.9815 -1.1604  0.0514
Si 2.6708 -1.4090 1.7733  0.6835
H 5.5801 -1.5593 -0.7351  0.0824
H -0.2265 -1.9479 2.5159  0.0213
C 4.9491 -0.8659 3.6536  -0.0991
H 4.5933 0.9837 1.5501  0.0553
F -3.4065 2.8177 4.8301  0.1651
H 2.1577 -4.5457 1.4581  0.0644
O -2.4520 2.2664 -0.1593  -0.2933
C 2.5218 -3.5008 3.9210  -0.0956
H -0.1194 -3.0218 3.8933  0.0875
O 0.0620 2.2431 3.5142  -0.4661
C -0.0444 -1.3529 -2.4387  -0.0864
H 5.3935 -3.0367 2.0420  0.0634
C 1.3154 -3.9502 1.8085  -0.1175
C 3.2748 -2.7647 -0.6794  -0.1354
O -1.1836 4.3943 3.6357  -0.2251
F -1.5903 2.4922 5.9672  0.1612
H -2.7550 0.4337 -1.4659  0.0856
H 4.7949 -1.8428 4.1146  0.0667
H 5.6115 -0.7670 0.8349  0.0572
C 1.7487 -2.8407 2.7740  -0.6516
H 0.7819 -1.3133 -3.1369  0.1095
H 3.0538 1.6021 2.1387  0.0325

Calculated values
Spin multiplicity: 1
Highest occupied orbital energy (eV): -6.551
M (g/mol): 695.023
Max |F| (eV/A): 0.5
Calculated total energy (eV): -77502.36427
Relative energy (zero: lowest compared OMol25 entry of this formula, charge and spin) (kcal per mole): 16.3



> The highest calculated total energy belongs to which entry?

C20H32BF3N7O2